{
  "formula": "C41H47Br2Cl2N2OP2STi",
  "method": "ωB97M-V/def2-TZVPD",
  "species": ["Ti", "C", "C", "C", "P", "C", "C", "C", "C", "C", "C", "C", "C", "C", "C", "N", "C", "C", "C", "C", "C", "C", "C", "P", "C", "C", "C", "C", "C", "C", "H", "H", "H", "H", "H", "H", "H", "H", "H", "H", "H", "H", "H", "H", "H", "H", "H", "H", "H", "H", "H", "H", "H", "H", "H", "H", "H", "H", "H", "H", "H", "H", "H", "H", "H", "H", "H", "H", "H", "H", "Br", "C", "C", "C", "Br", "C", "C", "C", "C", "N", "C", "C", "O", "H", "H", "H", "H", "Cl", "C", "C", "C", "C", "C", "Cl", "C", "S", "H", "H", "H"],
  "positions_angstrom": [[-0.0982, 0.6244, 0.5121], [-1.0837, -3.5587, 0.8943], [-2.1434, -2.7671, 1.6671], [-3.4388, -3.5724, 1.6903], [-2.3067, -1.0460, 0.9666], [-3.9948, -0.5468, 1.5356], [-4.5473, 0.7078, 0.8660], [-3.9857, -0.3889, 3.0549], [-2.4768, -1.3053, -0.8119], [-3.6970, -1.4985, -1.4585], [-3.8241, -1.4356, -2.8331], [-5.1450, -1.6443, -3.5146], [-2.6744, -1.1107, -3.5573], [-1.4516, -0.9521, -2.9470], [-1.2927, -1.1241, -1.5550], [-0.0646, -1.0210, -0.9020], [1.0541, -1.3260, -1.6820], [1.0490, -2.4345, -2.5517], [2.1377, -2.7598, -3.3310], [3.3152, -2.0167, -3.2818], [4.5085, -2.3673, -4.1256], [3.3575, -0.9706, -2.3767], [2.2739, -0.6195, -1.5740], [2.4121, 0.4428, -0.1133], [3.6159, -0.5214, 0.9400], [5.1068, -0.2417, 0.7554], [3.3795, -2.0256, 0.8023], [3.3074, 2.0434, -0.4119], [4.3321, 2.0393, -1.5453], [2.4113, 3.2707, -0.5710], [-0.8357, -4.4710, 1.4414], [-1.4745, -3.8438, -0.0847], [-0.1721, -2.9953, 0.7103], [-1.7936, -2.6321, 2.6969], [-3.8740, -3.6319, 0.6906], [-3.2261, -4.5938, 2.0146], [-4.1890, -3.1616, 2.3673], [-4.6607, -1.3826, 1.2826], [-3.9879, 1.5964, 1.1500], [-4.5386, 0.6404, -0.2201], [-5.5816, 0.8510, 1.1891], [-3.3783, 0.4693, 3.3435], [-5.0004, -0.2203, 3.4224], [-3.5877, -1.2670, 3.5669], [-4.5874, -1.6707, -0.8636], [-5.9484, -1.7471, -2.7848], [-5.3937, -0.8041, -4.1650], [-5.1445, -2.5446, -4.1337], [-2.7432, -0.9573, -4.6286], [-0.5965, -0.6662, -3.5420], [0.1568, -3.0427, -2.6134], [2.0731, -3.6180, -3.9917], [4.2521, -3.1216, -4.8690], [4.8953, -1.4966, -4.6575], [5.3262, -2.7680, -3.5210], [4.2820, -0.4127, -2.2817], [3.3540, -0.2152, 1.9595], [5.4483, -0.5476, -0.2347], [5.3639, 0.8067, 0.9012], [5.6744, -0.8236, 1.4856], [3.8601, -2.4014, -0.1019], [3.8111, -2.5438, 1.6615], [2.3249, -2.2914, 0.7390], [3.8300, 2.1608, 0.5484], [3.8230, 1.9467, -2.5061], [4.8648, 2.9929, -1.5464], [5.0743, 1.2453, -1.4723], [1.8973, 3.2594, -1.5290], [1.6680, 3.3534, 0.2200], [3.0484, 4.1582, -0.5313], [0.2488, 2.6648, -4.1616], [-0.8490, 3.2386, -2.7283], [-1.7515, 4.2822, -2.9059], [-2.5448, 4.6901, -1.8515], [-3.7432, 6.1418, -2.1498], [-2.4961, 4.0811, -0.5778], [-3.2139, 4.4712, 0.5820], [-2.9302, 3.7926, 1.7677], [-2.0674, 2.7218, 1.7997], [-1.4317, 2.2465, 0.6884], [-1.6040, 2.9989, -0.4538], [-0.7546, 2.5910, -1.4994], [0.0568, 1.6117, -1.2085], [-1.8249, 4.7713, -3.8667], [-3.8988, 5.3039, 0.5488], [-3.3982, 4.0980, 2.6958], [-1.8410, 2.2028, 2.7227], [0.6305, -1.1674, 2.5848], [1.6888, -0.3976, 3.7495], [2.3584, -1.2268, 4.6277], [3.2219, -0.6627, 5.5568], [3.3850, 0.7148, 5.5708], [2.6945, 1.5094, 4.6753], [2.9665, 3.2258, 4.7602], [1.8037, 1.0019, 3.7099], [0.9283, 2.0031, 2.6079], [2.2025, -2.2939, 4.5729], [3.7614, -1.2868, 6.2541], [4.0523, 1.1897, 6.2751]],
  "spin_multiplicity": 3,
  "homo_energy_ev": [-2.5, -4.3],
  "de_lowest_kcal_mol": 0.9,
  "total_charge": -1
}